# 1
21
Properties=species:S:1:pos:R:3:forces:R:3 method="wB97M-V/def2-TZVPD" orbital_gap_ev=7.8 spin_multiplicity=1 total_charge=-1
C 0.551 3.416 0.657 -2.143 2.116 -1.449
C -2.455 -1.525 -0.088 3.096 3.497 -0.919
C -1.643 -1.616 -1.222 1.337 2.705 3.228
C -2.280 -0.438 0.781 -1.160 -0.576 1.435
C -0.525 -0.809 -1.285 1.334 -0.189 0.302
C -1.090 0.326 0.766 -2.021 -3.191 -1.385
C -0.181 -0.028 -0.181 0.009 1.478 -0.505
C 2.527 -1.769 -0.053 0.474 -0.343 -1.210
C 1.437 2.415 0.847 1.497 -3.435 1.441
N -0.231 4.228 0.324 0.840 -0.805 0.748
O 2.714 -1.801 -1.207 -0.219 0.039 -0.185
O 2.357 -0.061 0.441 -1.365 2.822 0.896
O 1.661 1.252 -1.457 -0.810 0.279 -0.828
S 2.475 -2.507 1.350 -0.168 -1.186 1.359
S 1.332 0.953 -0.086 3.106 -0.552 -1.303
H -3.238 -2.134 -0.036 -3.325 -2.269 0.537
H -1.832 -2.208 -1.998 -0.947 -2.624 -2.912
H -3.143 -0.314 1.514 1.557 0.230 -0.746
H 0.191 -0.810 -2.097 -0.175 -0.197 -0.183
H -0.761 1.108 1.321 -0.064 2.160 2.396
H 2.134 2.323 1.708 -0.853 0.041 -0.718

=====

# 2
24
Properties=species:S:1:pos:R:3:forces:R:3 method="wB97M-V/def2-TZVPD" orbital_gap_ev="6.9 / 6.9" spin_multiplicity=1 relative_energy_kcal_mol=95.6 total_charge=0
C -0.852 -0.040 1.375 0.079 0.063 -0.525
C -0.456 -1.932 -0.364 -0.054 0.158 -0.205
C -2.494 0.602 -0.532 0.047 -0.515 0.020
C 2.173 0.434 1.128 -0.218 0.157 0.078
C 1.801 -0.037 -1.328 -0.071 -0.055 -0.102
C -0.032 -0.624 0.271 -0.050 -0.194 0.134
C -1.122 0.742 0.090 0.245 -0.218 0.647
C 1.271 -0.085 0.056 -0.791 0.678 -0.087
N -0.356 1.815 -0.282 1.306 -0.045 0.830
H -0.648 2.642 0.252 -0.576 0.091 -0.763
H -1.672 -0.662 1.726 0.071 0.040 0.003
H -0.356 0.527 2.154 -0.020 -0.043 -0.032
H 0.071 -2.774 0.093 -0.057 0.010 -0.042
H -0.266 -1.947 -1.439 0.055 -0.038 0.017
H -1.527 -2.099 -0.236 0.063 0.031 0.050
H -3.037 -0.279 -0.185 -0.035 -0.010 0.030
H -3.090 1.483 -0.273 0.172 0.039 -0.019
H -2.413 0.548 -1.620 -0.011 0.134 0.066
H 3.061 -0.211 1.182 -0.082 -0.003 -0.089
H 2.523 1.441 0.888 -0.026 -0.079 -0.080
H 1.709 0.465 2.112 0.003 -0.072 -0.062
H 2.797 0.404 -1.396 -0.098 -0.015 0.123
H 1.086 0.608 -1.875 0.181 -0.125 0.079
H 1.832 -1.022 -1.798 -0.133 0.011 -0.069

=====

# 3
16
Properties=species:S:1:pos:R:3:forces:R:3 method="wB97M-V/def2-TZVPD" orbital_gap_ev="7.3 / 7.9" spin_multiplicity=1 relative_energy_kcal_mol=114.5 total_charge=0
C -0.791 1.689 0.751 -0.205 0.247 0.665
C -1.701 2.412 1.032 -0.638 1.005 0.564
C 0.318 1.018 0.328 -1.732 -2.929 -1.017
C 1.255 -1.112 0.760 1.476 -0.773 0.155
C 1.139 -2.641 0.645 -1.875 -0.646 -1.743
C -1.427 1.154 -2.364 2.377 -2.323 -0.882
O 2.270 -0.639 1.235 -1.212 0.039 -0.472
O 0.214 -0.392 0.297 -0.119 -0.272 0.511
Cl 0.111 1.311 -1.821 0.118 0.859 -0.818
H -2.295 3.152 1.526 -0.276 -0.311 -0.290
H 1.252 1.356 0.484 3.064 1.238 0.666
H 0.226 -3.132 0.072 1.405 1.504 1.650
H 1.301 -3.049 1.628 -0.442 -0.152 0.484
H 1.957 -3.071 0.080 0.568 0.562 -0.212
H -2.143 1.795 -2.087 -2.210 2.730 0.899
H -1.686 0.148 -2.567 -0.300 -0.776 -0.160

=====

# 4
41
Properties=species:S:1:pos:R:3:forces:R:3 method="wB97M-V/def2-TZVPD" orbital_gap_ev="6.3 / 5.9" spin_multiplicity=1 relative_energy_kcal_mol=0.0 total_charge=+3
W 0.654 -0.008 -0.712 0.818 0.513 -0.010
O 1.284 -0.295 1.383 -0.104 -0.797 0.096
C 1.200 -1.593 2.116 0.151 -0.012 -0.017
C -0.181 -1.746 2.703 0.010 -0.006 0.068
C -1.279 -1.395 1.688 -0.087 0.134 -0.122
C -1.180 -2.213 0.432 -0.094 -0.075 -0.066
C -1.798 -3.449 0.363 0.028 0.173 0.095
C -1.661 -4.260 -0.752 0.024 0.005 -0.041
C -0.873 -3.821 -1.815 0.085 0.144 -0.021
C -0.274 -2.594 -1.727 0.045 -0.103 0.018
N -0.419 -1.771 -0.630 -0.246 -0.424 0.222
H 1.421 0.436 2.002 -0.058 0.056 -0.037
H 2.000 -1.607 2.855 -0.062 0.053 0.006
H 1.434 -2.345 1.360 -0.042 0.034 0.058
H -0.309 -1.113 3.584 0.044 0.005 -0.020
H -0.278 -2.777 3.051 -0.035 0.003 -0.015
H -1.239 -0.325 1.459 -0.011 -0.102 0.038
H -2.260 -1.556 2.136 0.034 -0.079 0.000
H -2.395 -3.770 1.207 -0.002 -0.010 -0.015
H -2.156 -5.223 -0.792 -0.006 -0.012 -0.010
H -0.729 -4.416 -2.706 -0.004 -0.016 0.007
H 0.346 -2.222 -2.531 -0.040 -0.063 -0.004
S 0.523 0.471 -2.932 -0.190 -0.312 -0.492
C 2.061 1.014 -2.246 -0.257 -0.100 0.063
S 2.872 -0.065 -1.109 0.036 0.055 0.086
C 2.535 2.299 -2.483 0.061 0.015 0.068
C 1.802 3.170 -3.323 0.242 -0.017 0.207
N 1.137 3.875 -3.944 -0.172 0.128 -0.170
C 3.775 2.687 -1.912 -0.229 -0.013 -0.348
N 4.794 2.913 -1.429 0.206 0.089 0.200
C -1.662 3.741 0.748 0.012 0.043 0.023
C -2.238 2.624 0.150 0.044 -0.181 -0.069
C -1.423 1.575 -0.246 -0.130 0.130 0.141
C -0.027 1.663 0.004 0.014 0.580 -0.017
C 0.554 2.802 0.604 -0.208 0.100 0.054
C -0.279 3.834 0.976 0.087 -0.046 0.001
H -2.295 4.570 1.040 -0.023 -0.003 -0.002
H -3.304 2.584 -0.032 -0.004 0.003 -0.003
H -1.879 0.721 -0.758 0.034 0.107 0.035
H 1.624 2.862 0.772 -0.011 0.014 -0.002
H 0.121 4.724 1.444 0.043 -0.014 -0.003

=====

# 5
19
Properties=species:S:1:pos:R:3:forces:R:3 method="wB97M-V/def2-TZVPD" orbital_gap_ev=9.4 spin_multiplicity=1 relative_energy_kcal_mol=75.3 smiles=CN[C@]1(N)N[C@]1(C)O total_charge=0
C -1.223 -1.565 -1.381 0.236 0.054 -0.151
N -0.804 -1.409 0.000 0.352 0.089 0.346
C 0.256 -0.489 0.319 1.123 1.591 -2.108
N 1.432 -0.527 -0.587 0.289 -1.168 0.264
N 0.385 -0.169 1.695 0.097 0.408 -0.318
C -0.108 0.944 0.447 -0.633 -1.159 1.507
C 0.821 2.113 0.633 -0.003 -0.507 -0.271
O -1.342 1.259 -0.012 -0.566 0.078 0.632
H -2.108 -2.200 -1.402 -0.016 0.004 0.000
H -0.460 -2.015 -2.030 -0.068 0.110 -0.025
H -1.496 -0.590 -1.781 0.024 -0.032 -0.032
H -0.575 -2.304 0.417 -0.030 0.012 0.011
H 2.242 -0.072 -0.165 -0.382 -0.187 -0.013
H 1.715 -1.471 -0.848 -0.038 0.095 0.247
H -0.190 -0.801 2.249 -0.600 0.500 -0.071
H 1.049 2.581 -0.325 0.016 0.001 -0.030
H 0.336 2.846 1.280 -0.023 0.031 0.012
H 1.722 1.775 1.128 0.133 0.125 -0.023
H -1.652 2.095 0.361 0.089 -0.046 0.023

=====

# 6
40
Properties=species:S:1:pos:R:3:forces:R:3 method="wB97M-V/def2-TZVPD" orbital_gap_ev=9.5 spin_multiplicity=1 relative_energy_kcal_mol=13.8 smiles="C/C=C/CO.O.O.O.O.O.O.O.O.O" total_charge=0
C 2.470 -1.244 0.911 0.387 0.621 0.305
C 1.605 -0.109 0.399 0.523 -1.064 -0.080
C 0.452 0.359 0.829 -0.395 0.785 -0.236
C -0.158 1.653 0.337 -1.618 -0.223 0.963
O -1.534 1.819 0.831 0.384 0.000 0.423
H 2.113 -2.142 1.398 -0.789 0.010 -0.296
H 3.091 -1.519 0.050 0.321 -0.155 0.607
H 3.043 -0.775 1.729 0.565 -0.217 -0.536
H 2.189 0.340 -0.397 -0.496 0.756 -0.158
H -0.106 -0.116 1.618 0.185 -0.214 0.093
H -0.342 1.696 -0.725 0.877 -0.013 -0.287
H 0.289 2.557 0.724 1.069 -0.114 -0.498
H -1.508 1.687 1.797 -0.158 -0.235 -0.667
O -1.724 0.294 3.070 0.303 0.539 0.022
H -1.825 -0.663 3.086 -0.158 -0.011 0.228
H -2.345 0.763 3.630 -0.249 -0.624 0.285
O -0.175 -2.239 2.399 0.400 -0.719 -0.103
H 0.161 -2.612 1.554 -0.525 0.333 -0.090
H 0.175 -2.929 2.975 -0.291 0.210 0.443
O 2.292 2.547 2.270 0.446 -0.427 0.331
H 1.891 1.667 2.303 -0.190 0.144 -0.208
H 3.204 2.350 2.530 -0.183 0.331 -0.080
O -0.607 4.059 -0.871 0.473 0.794 0.024
H -1.411 4.004 -0.349 -0.194 -0.266 -0.369
H -0.731 3.730 -1.763 -0.403 0.000 0.049
O -0.280 -2.966 -2.602 -0.152 0.134 -0.095
H 0.317 -3.168 -3.326 0.016 -0.099 0.031
H -0.726 -2.127 -2.864 0.254 -0.219 0.297
O 0.407 -3.864 0.157 -0.208 0.036 0.424
H -0.124 -3.469 -0.550 0.275 -0.094 -0.381
H 1.276 -4.029 -0.214 -0.021 0.087 -0.231
O 0.739 1.386 -3.303 -0.007 0.472 -0.078
H 0.027 0.942 -2.822 0.229 -0.370 -0.083
H 1.387 0.712 -3.525 -0.087 -0.093 0.139
O -1.319 -0.499 -2.954 0.788 -0.593 0.227
H -1.419 -0.182 -3.855 -0.790 0.230 0.245
H -2.050 -0.346 -2.322 -0.245 0.673 -0.515
O -2.931 0.677 -1.107 -0.120 0.250 -0.214
H -2.422 1.417 -0.714 -0.234 -0.546 0.077
H -3.390 0.336 -0.334 0.021 -0.109 -0.009

=====

# 7
54
Properties=species:S:1:pos:R:3:forces:R:3 method="wB97M-V/def2-TZVPD" orbital_gap_ev="6.1 / 4.9" spin_multiplicity=3 relative_energy_kcal_mol=7.1 total_charge=0
Pd -0.373 0.873 -0.360 0.435 0.693 -1.889
C 2.138 -3.388 -2.549 0.084 -0.035 0.042
C 0.819 -3.729 -2.281 0.013 -0.102 0.002
C -0.142 -2.748 -2.107 -0.005 0.247 0.058
C 0.212 -1.396 -2.205 0.167 -0.461 -0.334
C 1.550 -1.063 -2.481 -0.393 -0.048 0.032
C 2.500 -2.050 -2.646 0.008 -0.064 0.034
N -0.681 -0.352 -2.021 0.590 0.913 1.312
C -2.016 -0.342 -2.366 -0.295 0.002 -0.132
C -2.618 -1.174 -3.308 0.059 -0.018 0.049
C -3.959 -1.009 -3.627 -0.054 0.057 0.002
C -4.718 -0.017 -3.020 -0.094 -0.075 -0.038
C -4.129 0.859 -2.121 0.204 0.161 0.114
C -2.782 0.713 -1.812 -0.333 -0.482 -0.529
N -2.070 1.535 -0.961 0.485 0.213 0.549
N -2.503 2.688 -0.549 -0.716 0.134 -0.277
C -1.651 3.397 0.206 0.501 0.043 0.263
C -2.019 4.683 0.654 -0.045 -0.088 -0.034
C -1.112 5.439 1.348 -0.017 -0.021 0.014
C 0.169 4.933 1.596 -0.017 -0.024 -0.020
C 0.459 3.658 1.161 0.228 0.021 0.160
N -0.410 2.893 0.508 -0.525 -0.590 -0.293
H 2.884 -4.163 -2.674 -0.015 -0.002 -0.022
H 0.539 -4.772 -2.200 -0.006 0.005 -0.001
H -1.168 -3.006 -1.879 0.036 -0.043 0.028
H 1.798 -0.014 -2.570 0.067 0.022 0.036
H 3.528 -1.779 -2.853 -0.004 0.000 -0.015
H -2.024 -1.934 -3.800 -0.052 0.005 0.017
H -4.416 -1.662 -4.359 0.006 -0.030 0.027
H -5.774 0.070 -3.240 0.020 0.040 -0.041
H -4.690 1.653 -1.648 -0.005 0.004 -0.025
H -3.014 5.033 0.421 0.013 0.029 0.006
H -1.384 6.425 1.702 -0.002 0.012 -0.033
H 0.915 5.515 2.116 0.012 -0.032 0.014
H 1.431 3.216 1.343 -0.034 -0.032 -0.025
C 2.318 0.555 4.651 -0.173 -0.013 -0.184
C 2.081 1.179 3.289 0.165 0.035 0.153
O 0.803 0.782 2.739 0.042 -0.336 -0.015
P 0.727 -0.398 1.666 0.341 -0.500 1.469
O 1.492 -0.038 0.416 -0.697 0.236 -0.362
Te -1.597 -0.884 1.347 0.082 -0.221 0.244
O 1.444 -1.588 2.466 -0.163 0.330 -0.131
C 1.436 -2.940 1.970 0.137 -0.241 -0.204
C 2.784 -3.289 1.377 -0.082 0.148 0.065
H 3.244 0.940 5.080 -0.007 0.031 -0.011
H 2.395 -0.526 4.563 0.006 -0.039 0.043
H 1.490 0.796 5.318 0.035 -0.001 0.037
H 2.881 0.923 2.591 -0.045 0.029 -0.026
H 2.030 2.264 3.379 0.006 -0.005 -0.064
H 0.642 -3.060 1.227 -0.006 0.068 -0.002
H 1.194 -3.578 2.820 0.008 0.079 0.020
H 3.004 -2.621 0.544 0.021 -0.027 -0.058
H 2.774 -4.317 1.011 0.007 0.003 -0.003
H 3.568 -3.187 2.128 0.007 -0.028 -0.019

=====

# 8
15
Properties=species:S:1:pos:R:3:forces:R:3 method="wB97M-V/def2-TZVPD" orbital_gap_ev=10.8 spin_multiplicity=1 relative_energy_kcal_mol=0.0 smiles="O=C[C@@]1(C(F)(F)C(F)(F)F)CO1" total_charge=0
O -1.322 -1.072 -1.927 1.691 0.209 0.699
C -0.150 -0.889 -1.687 0.831 -0.822 -2.168
C 0.490 -0.165 -0.563 1.436 1.100 2.736
C -0.353 1.019 0.084 0.172 -0.777 -0.920
F 0.410 2.093 0.360 0.081 -0.646 0.471
F -1.237 1.419 -0.842 0.022 0.463 -0.723
C -1.246 0.605 1.295 -0.541 -0.530 -0.062
F -0.807 -0.527 1.863 -0.321 -0.585 -0.544
F -2.524 0.481 0.863 0.930 -0.554 0.576
F -1.243 1.470 2.267 0.050 1.529 0.669
C 1.621 -0.869 0.242 -0.769 -0.331 -2.530
O 1.894 0.169 -0.720 -1.178 -1.057 0.152
H 0.754 -1.218 -2.386 -1.718 0.100 0.788
H 1.801 -0.574 1.270 -0.147 -0.202 -0.027
H 1.912 -1.942 -0.118 -0.540 2.104 0.883

=====

# 9
13
Properties=species:S:1:pos:R:3:forces:R:3 method="wB97M-V/def2-TZVPD" orbital_gap_ev=9.3 spin_multiplicity=1 relative_energy_kcal_mol=120.6 total_charge=0
O 2.577 1.603 -0.366 0.103 -0.075 0.072
C 0.498 -0.310 -0.257 -0.042 0.084 0.121
C -0.257 -1.605 -0.025 -0.091 -0.166 -0.006
C -1.244 -0.544 -0.295 -0.374 -0.332 -0.268
N -1.517 0.169 0.948 -0.053 -0.008 -0.007
C -0.318 0.672 0.328 0.230 0.287 -0.054
H 2.918 1.268 0.471 0.040 0.133 -0.116
H 2.037 0.851 -0.692 0.008 0.089 0.029
H -0.350 -1.983 0.995 -0.011 0.056 -0.118
H -0.057 -2.367 -0.773 -0.032 0.136 0.123
H -1.804 -0.355 -1.203 0.118 0.006 0.149
H -2.266 0.852 0.831 0.101 -0.037 -0.003
H -0.215 1.731 0.095 0.005 -0.174 0.077

=====

# 10
15
Properties=species:S:1:pos:R:3:forces:R:3 method="wB97M-V/def2-TZVPD" orbital_gap_ev=10.0 spin_multiplicity=1 relative_energy_kcal_mol=66.0 smiles=CO[C@@H]1CN1C total_charge=0
C 0.244 2.057 -0.157 -0.075 0.352 -0.117
O 1.195 1.227 0.492 0.056 0.081 0.052
C 0.889 -0.127 0.432 -0.096 -0.148 0.135
C 0.853 -0.933 -0.823 0.104 -0.148 -0.218
N -0.342 -0.446 -0.173 -0.141 0.048 -0.056
C -1.343 -1.245 0.471 -0.154 -0.219 0.064
H -0.790 1.769 0.052 0.263 0.090 0.136
H 0.421 3.061 0.221 0.109 0.049 -0.118
H 0.358 2.032 -1.249 0.071 0.079 0.135
H 1.217 -0.641 1.340 -0.171 0.132 -0.137
H 1.104 -0.459 -1.769 -0.113 -0.118 0.062
H 1.071 -2.000 -0.759 0.116 0.113 0.073
H -2.138 -1.450 -0.249 0.009 -0.152 0.114
H -1.772 -0.652 1.287 0.031 -0.163 -0.095
H -0.967 -2.192 0.883 -0.010 0.005 -0.029

=====

# 11
12
Properties=species:S:1:pos:R:3:forces:R:3 method="wB97M-V/def2-TZVPD" orbital_gap_ev="6.2 / 6.1" spin_multiplicity=6 relative_energy_kcal_mol=58.3 total_charge=+2
H -1.643 -0.583 1.317 1.443 -0.449 0.105
C -1.334 1.759 -0.354 -1.134 2.694 -0.947
C -1.119 0.830 0.548 4.042 -4.499 0.907
C -0.495 -0.263 1.030 -5.451 3.768 1.121
H -1.935 2.638 -0.115 -0.425 -0.278 -0.355
H -0.772 1.776 -1.291 0.104 -0.084 0.219
H 0.171 -0.185 1.893 0.383 -0.723 -0.261
C 0.910 -1.579 -0.542 1.432 0.728 -0.836
O 1.478 -0.448 -0.554 -3.853 -3.004 -0.042
Ir 3.270 0.241 -0.703 3.816 1.524 -0.357
H 1.421 -2.410 -0.033 -0.406 0.149 0.106
H 0.047 -1.773 -1.195 0.048 0.174 0.340

=====

How do the records compare in DFT total energy? In the order shown, they have -38731.836, -10025.229, -22946.470, -48906.683, -10841.945, -25043.930, -54315.750, -22913.834, -7794.414, -7829.456, -9101.027 eV.